98
Properties=species:S:1:pos:R:3:forces:R:3:lowdin_charge:R:1 method="wB97M-V/def2-TZVPD" multiplicity=1 total_charge=+2 max_force_ev_per_a=18.457 e_lumo_ev=-7.4
C 5.376488 -1.224420 0.122017 -0.64 -0.95 -0.45 -0.01
C 4.968757 -2.483103 -0.679724 -0.55 0.64 0.50 -0.36
C 5.852344 -3.731182 -0.559820 0.61 0.95 0.30 0.00
N 3.915497 -2.390100 -1.407453 1.93 -0.49 -1.19 0.23
B 3.914845 -3.055645 -2.717753 -1.25 -1.12 0.24 -0.51
C 5.054322 -2.919600 -3.819637 -0.39 0.35 -0.14 0.05
B 5.672186 -1.462350 -3.947093 0.77 0.20 -0.05 -0.61
O 7.062839 -1.281848 -3.692875 -1.43 0.36 0.63 0.12
O 4.944774 -0.324375 -4.260150 0.35 -1.07 0.58 0.17
O 2.778848 -3.851691 -3.049998 0.62 1.33 -0.29 0.02
C 1.576014 -3.102880 -3.059811 -0.54 -0.15 1.37 -0.18
C 0.591073 -3.706189 -2.018623 -0.93 -0.73 -1.46 -0.33
C 0.458713 -5.222896 -2.344460 0.09 0.42 0.97 -0.05
C -0.827197 -3.091808 -2.217240 0.54 0.57 0.86 -0.15
C -0.970683 -1.703441 -1.492950 -1.02 -0.15 -0.45 -0.37
C -1.001492 -0.607196 -2.595890 -0.28 -0.28 0.54 -0.04
C -2.391785 -1.628615 -0.711521 0.37 -0.04 -0.16 -0.09
H 5.825111 -0.549807 -0.623664 0.12 -0.11 0.38 0.09
H 4.437173 -0.757419 0.443411 0.37 0.03 0.14 0.07
H 6.059081 -1.438410 0.948009 -0.14 0.26 -0.13 0.08
H 5.293081 -4.616913 -0.244940 -0.04 0.21 -0.28 0.10
H 6.621463 -3.522677 0.199146 -0.23 -0.27 -0.18 0.08
H 6.405863 -3.932792 -1.487964 -0.39 -0.09 0.11 0.08
H 4.603467 -3.172018 -4.796946 0.02 0.01 0.37 0.12
H 5.829974 -3.686273 -3.661009 -0.10 0.31 -0.04 0.10
H 7.226675 -1.819028 -2.910131 0.63 -0.32 -0.27 0.08
H 5.444355 0.408934 -3.881796 0.03 0.33 -0.50 0.10
H 1.778365 -2.046190 -2.809680 -0.14 -0.22 -0.26 0.12
H 1.069166 -3.163022 -4.035930 0.38 -0.01 0.09 0.14
H 0.922367 -3.529204 -0.981247 0.19 -0.16 -0.23 0.13
H 0.139855 -5.331911 -3.389118 0.10 -0.15 0.29 0.10
H 1.393078 -5.762021 -2.160820 -0.14 0.17 -0.31 0.08
H -0.293253 -5.659772 -1.667086 0.10 0.00 -0.39 0.08
H -1.614637 -3.785617 -1.881216 0.33 0.08 0.06 0.12
H -1.020669 -2.916455 -3.284824 0.09 -0.19 0.25 0.13
H -0.071250 -1.569431 -0.799567 -0.75 0.18 -0.92 0.12
H -1.203165 0.397841 -2.205229 0.22 -0.19 -0.17 0.06
H -0.089476 -0.647011 -3.202192 -0.14 0.13 0.26 0.09
H -1.841831 -0.871158 -3.254481 0.20 0.27 0.14 0.11
H -3.174017 -2.126672 -1.293420 0.23 0.21 0.08 0.12
H -2.372013 -2.157887 0.309393 -3.26 0.15 -2.99 -0.02
H -2.703589 -0.578069 -0.555014 0.02 -0.28 -0.08 0.06
Na -1.016983 -2.007223 0.912294 4.69 -0.16 2.18 0.47
C 0.267810 2.825951 0.763967 0.14 -0.96 -0.09 -1.96
Cl -1.107911 1.723849 0.603375 -0.10 0.40 -0.10 0.61
Cl 0.138709 3.712254 2.305055 -1.05 -4.37 3.20 0.34
Cl 1.779567 1.911254 0.738453 -0.17 0.25 -0.02 0.61
Cl 0.251321 3.974518 -0.587682 -2.58 -12.21 -9.52 0.17
C 10.538068 0.862557 -3.592796 0.08 0.17 -0.13 -0.07
C 9.902080 1.596486 -2.425756 0.03 -0.79 0.11 -0.58
C 10.165051 0.883141 -1.108727 -0.02 0.21 0.18 -0.06
O 8.498934 1.722796 -2.640334 -0.15 0.40 0.14 -0.11
H 10.118219 -0.142019 -3.689300 0.01 -0.01 0.08 0.08
H 10.337107 1.385460 -4.530289 0.04 0.03 0.03 0.06
H 11.618825 0.778079 -3.466225 -0.02 -0.01 -0.01 0.09
H 10.301590 2.627346 -2.374859 -0.25 -0.50 0.16 -0.05
H 9.734692 -0.123257 -1.124262 0.08 -0.03 -0.10 0.08
H 9.698043 1.421254 -0.281680 0.05 0.04 -0.02 0.08
H 11.234280 0.798989 -0.909575 -0.02 -0.04 0.00 0.08
H 8.126986 0.835643 -2.691631 0.08 -0.11 -0.20 0.05
O -3.645082 1.339725 -2.155673 -0.27 0.38 -0.11 -0.16
P -4.011461 2.731820 -1.628519 1.00 0.55 0.98 -0.14
O -4.265298 2.621931 -0.129280 -0.13 -0.68 0.46 -0.32
O -5.295106 3.201755 -2.310865 0.07 -0.42 -0.33 -0.09
O -2.894915 3.742265 -1.907020 -0.03 -0.43 -0.37 -0.27
Cs -3.409572 -0.976022 2.794250 -1.00 0.42 0.57 1.07
Cs 0.595060 5.650513 0.786607 3.29 17.02 6.33 1.28
C -5.547360 5.654360 3.518737 -0.33 -0.16 -0.49 -0.09
C -5.664012 6.387538 4.826562 -0.01 -0.28 0.32 -0.30
O -4.308696 6.697824 5.128324 -0.15 0.24 -0.31 0.14
C -3.663275 6.803957 3.939952 0.20 0.07 -0.17 -0.56
O -2.593763 7.303251 3.792273 0.18 -0.20 0.01 0.16
O -4.395589 6.273815 2.934674 0.07 0.03 0.30 0.05
F -6.162915 5.592485 5.804378 0.07 0.08 0.01 0.08
H -5.352596 4.589118 3.663722 0.01 0.05 0.18 0.14
H -6.423137 5.772326 2.880738 0.39 0.09 -0.02 0.01
H -6.244959 7.310395 4.777644 -0.04 -0.05 0.13 0.18
C -6.066103 -4.293758 6.128182 -0.31 -0.25 0.17 -0.36
O -5.730629 -3.146439 5.861114 0.21 0.25 -0.33 -0.04
N -7.295290 -4.659908 6.517917 0.35 -0.01 -0.11 -0.19
C -7.627329 -6.040950 6.824241 -0.15 0.15 0.03 -0.04
C -8.326033 -3.640269 6.638837 0.15 0.13 -0.04 -0.03
H -5.361224 -5.137965 6.071323 -0.01 -0.02 0.01 0.13
H -8.424846 -6.380804 6.161970 0.01 -0.09 0.06 0.10
H -7.964232 -6.115161 7.858925 -0.01 -0.10 -0.03 0.10
H -6.757856 -6.681204 6.688991 0.02 0.06 -0.01 0.09
H -8.473740 -3.150489 5.675546 -0.07 0.03 0.05 0.09
H -8.015133 -2.887570 7.363808 -0.08 0.02 -0.02 0.10
H -9.259112 -4.093002 6.962692 0.05 -0.06 -0.01 0.09
Br -8.659153 6.132799 1.858693 -0.25 0.11 -0.06 0.69
C -8.434634 6.919197 0.088697 -0.19 -0.08 -0.01 -0.66
C -7.759012 5.955236 -0.848921 0.25 0.10 -0.13 -0.66
Br -5.846955 5.838687 -0.497092 -0.15 0.03 0.11 0.70
H -7.881142 7.843709 0.218881 0.03 -0.05 -0.01 0.06
H -9.443105 7.147367 -0.251006 0.02 -0.05 0.00 0.06
H -7.839622 6.302470 -1.877037 -0.03 0.04 0.04 0.07
H -8.155998 4.947200 -0.777742 -0.01 0.03 0.02 0.06
Be 10.376721 4.277036 -3.605271 0.02 0.54 -0.33 0.34